[1]
Molecular formula: C13H16Cl2NO3S
Method: DFT, the ωB97M-V functional and the def2-TZVPD basis

Geometry as XYZ:
```
36
Properties=species:S:1:pos:R:3
C -3.67308 0.16360 3.17076
N -2.24918 0.20440 3.21010
C -1.59146 -1.05177 2.90844
C -0.09942 -1.01427 3.12244
C 0.49875 0.25048 2.53199
O 1.46573 0.26341 1.77440
C -0.13238 1.50295 3.10918
C -1.64631 1.51117 3.05259
H -4.13410 1.00322 3.69231
H -4.07707 0.18279 2.15518
H -4.06777 -0.74235 3.63491
H -1.99094 -1.80111 3.62585
H -1.86717 -1.38195 1.88007
H 0.07629 -0.99199 4.21524
H 0.41333 -1.88136 2.69960
H 0.15035 1.53902 4.18022
H 0.32243 2.35731 2.60804
H -2.05210 2.01060 2.13642
H -1.98053 2.10905 3.94316
Cl 2.37561 0.05864 -7.57979
C 2.08555 -0.04198 -5.90832
C 0.88396 -0.58204 -5.43469
C 0.67517 -0.73637 -4.06111
C 1.66759 -0.40387 -3.13683
S 1.44665 -0.91886 -1.38470
C 0.68357 0.28958 -0.38228
Cl -1.02763 0.16286 -0.24195
O 0.47743 -1.98976 -1.50268
O 2.81146 -1.22951 -1.00363
C 2.83343 0.22205 -3.61227
C 3.03619 0.39000 -4.98355
H 0.12529 -0.91560 -6.13873
H -0.26061 -1.17599 -3.72228
H 1.24719 1.26915 -0.29095
H 3.60620 0.54326 -2.91277
H 3.96760 0.82524 -5.35437
```

As for the total charge: -1. Its gap between HOMO and LUMO is 5.62 eV. Its total energy is -2103.9610 Ha. The calculation puts the LUMO energy at 2.829 eV.



[2]
Molecular formula: C13H16Cl5N2ORuS4
Method: DFT, the ωB97M-V functional and the def2-TZVPD basis

Geometry as XYZ:
```
42
Properties=species:S:1:pos:R:3
Ru 0.43472 -0.24353 0.60866
Cl -6.53205 -0.25911 -0.10565
C -4.92382 0.10796 -0.04312
C -3.98531 -0.94365 0.28276
Cl -4.51796 -2.50997 0.60660
C -2.66649 -0.62029 0.31377
Cl -1.43561 -1.78808 0.66923
C -2.19039 0.69524 0.02560
O -0.94525 0.96686 0.03208
C -3.14462 1.73790 -0.27526
Cl -2.54839 3.28731 -0.57814
C -4.48640 1.44437 -0.30754
Cl -5.62804 2.64153 -0.65460
C 1.43399 -1.54910 3.92659
C 0.61970 -0.30078 4.24449
S -0.08077 0.57295 2.80631
C 0.75228 2.18161 2.70952
C 2.18785 2.08761 2.23143
S 2.24009 1.27368 0.58515
C 3.42781 -0.08026 0.73297
C 2.83528 -1.29636 1.45568
S 3.07588 -1.20625 3.25433
H 0.89830 -2.24570 3.28049
H 1.60955 -2.07553 4.86613
H 1.21016 0.43296 4.79311
H -0.24867 -0.55770 4.85321
H 0.68363 2.66379 3.68590
H 0.13668 2.75670 2.01507
H 2.82049 1.51778 2.90916
H 2.61023 3.08438 2.10129
H 4.34170 0.28319 1.20376
H 3.66417 -0.32900 -0.30084
H 3.30425 -2.20458 1.07435
H 1.74047 -1.49105 1.25134
N 2.18547 -0.14853 -3.64429
C 1.50364 0.21084 -2.57792
N 1.06658 1.44886 -2.43330
S 1.16485 -1.06580 -1.41565
H 2.35308 0.48046 -4.41878
H 2.51434 -1.09753 -3.74825
H 1.23588 2.15559 -3.13632
H 0.48928 1.70031 -1.64904
```

As for the total charge: +3. Its gap between HOMO and LUMO (alpha / beta) is 4.21 / 4.21 eV. Its total energy is -4677.3072 Ha. The calculation puts the LUMO energy (alpha / beta) at -13.150 / -13.151 eV.



[3]
Molecular formula: C13H16N2O5
Method: DFT, the ωB97M-V functional and the def2-TZVPD basis

Geometry as XYZ:
```
36
Properties=species:S:1:pos:R:3
C 0.46645 -0.77701 0.79107
C -0.87087 -1.16215 0.64226
C 1.52534 -0.71817 -0.44833
C 2.74760 -0.03478 -0.27792
C 3.07353 1.26142 -0.91077
C 3.82327 -0.79904 0.32612
C 4.30301 1.78514 -0.81740
C 5.06709 -0.32710 0.05889
C 5.40059 0.90704 -0.57429
C -3.07924 -0.42021 -0.01192
C -3.37701 -1.63137 -0.86711
C -4.06609 0.75709 -0.46315
C -3.68695 2.02960 0.45042
H 0.31662 -2.51800 2.16336
H 0.78914 -0.74734 2.74108
H 0.71213 0.35383 1.06398
H 0.80897 -0.18912 -1.09247
H 1.69869 -1.79237 -0.94263
H 2.10933 1.92209 -1.19941
H 3.63224 -1.59158 1.19943
H 4.40816 2.77192 -1.32803
H 5.98308 -0.76671 0.61085
H 6.37556 1.25082 -1.05339
H -1.76439 0.98633 0.54881
H -3.47627 -0.51678 1.12650
H -4.41514 1.27856 -1.77151
H -5.10463 0.60329 -0.23988
H -4.34319 3.71161 0.76390
H -2.83905 -2.92982 -1.97451
N 1.01839 -1.56351 1.92930
N -1.72071 -0.11882 -0.04640
O -1.38099 -2.29992 0.93588
O -4.22213 -2.39227 -0.63804
O -2.76227 2.19946 1.27973
O -4.55457 3.19531 0.00201
O -2.59570 -1.71741 -1.97645
```

Its gap between HOMO and LUMO is 8.42 eV. Its total energy is -990.4008 Ha. The calculation puts the LUMO energy at -0.105 eV. As for the energy relative to the best compared isomer or geometry (same formula, charge and spin): 10.1148 eV.



[4]
Molecular formula: C13H16N2O5
Method: DFT, the ωB97M-V functional and the def2-TZVPD basis

Geometry as XYZ:
```
36
Properties=species:S:1:pos:R:3
C -0.19554 -6.06636 -1.53872
C -0.04606 -5.23388 -2.80882
O -0.51508 -3.90911 -2.64957
C 0.23240 -2.99688 -1.98082
C 1.51791 -3.20049 -1.48605
C 2.18289 -2.16873 -0.84246
C 1.58944 -0.93568 -0.66068
C 0.29886 -0.72511 -1.14582
C -0.41177 0.56892 -1.00531
O -1.29613 0.95596 -1.75055
N 0.00380 1.34895 0.02623
N -0.66408 2.54785 0.26704
C -0.49414 3.19951 1.43532
O 0.27822 2.79252 2.28209
C -1.29988 4.47817 1.55930
C -1.40966 4.87267 3.02991
C -0.05177 4.96142 3.69559
O 0.17941 4.62978 4.82430
O 0.86101 5.55279 2.91265
C -0.36270 -1.74648 -1.80906
H 0.40231 -5.65512 -0.72896
H 0.12363 -7.08710 -1.73031
H -1.23645 -6.07430 -1.22570
H -0.67748 -5.64892 -3.59924
H 0.99269 -5.23831 -3.16120
H 2.01974 -4.14791 -1.60281
H 3.18501 -2.33906 -0.47769
H 2.13811 -0.14358 -0.17574
H 0.58346 1.05759 0.80251
H -1.34392 2.75551 -0.45576
H -0.77191 5.25898 1.00765
H -2.28990 4.34934 1.12132
H -1.88518 5.85166 3.11904
H -2.00155 4.14589 3.58648
H 1.71751 5.56572 3.36589
H -1.35318 -1.57620 -2.20005
```

Its gap between HOMO and LUMO is 9.43 eV. Its total energy is -990.7190 Ha. Its structure (SMILES) is CCOc1cccc(C(=O)NNC(=O)CCC(=O)O)c1. The calculation puts the LUMO energy at 0.595 eV. As for the energy relative to the best compared isomer or geometry (same formula, charge and spin): 1.4567 eV.



[5]
Molecular formula: C13H16N2OS
Method: DFT, the ωB97M-V functional and the def2-TZVPD basis

Geometry as XYZ:
```
33
Properties=species:S:1:pos:R:3
O 0.66940 -4.12561 1.78347
C 1.03725 -3.51443 0.80345
C 0.74262 -4.02956 -0.56148
C 1.48996 -3.01775 -1.48867
C 1.69484 -1.77702 -0.58413
N 1.70977 -2.31962 0.75987
C 2.04948 -1.51221 1.89102
C 1.20980 -0.22453 1.81363
C 1.13211 0.34071 0.41588
C 0.08574 1.47351 0.45672
C 0.30929 2.76988 1.05950
C -0.74519 3.63178 0.88840
S -2.08640 2.84844 0.06265
C -1.15495 1.37197 -0.10764
C -1.62233 0.17149 -0.82304
C -0.72305 -1.02811 -0.59951
N 0.73373 -0.66908 -0.58646
H 1.10978 -5.03480 -0.64096
H -0.30625 -4.09367 -0.76849
H 2.46260 -3.46159 -1.75328
H 0.91750 -2.83380 -2.41677
H 2.68440 -1.34182 -0.80928
H 1.87818 -2.01820 2.84872
H 3.13720 -1.24355 1.93446
H 1.65123 0.48646 2.48115
H 0.21299 -0.45914 2.18877
H 2.08130 0.73309 0.07899
H 1.29795 3.04452 1.45365
H -0.78350 4.68109 1.19916
H -1.67121 0.42064 -1.89578
H -2.58736 -0.12090 -0.49185
H -1.00673 -1.49229 0.35963
H -0.92172 -1.72838 -1.41099
```

Its gap between HOMO and LUMO is 9.32 eV. Its total energy is -1087.9218 Ha. Its structure (SMILES) is O=C1CC[C@@H]2N1CC[C@@H]1c3ccsc3CCN12. The calculation puts the LUMO energy at 0.756 eV. As for the energy relative to the best compared isomer or geometry (same formula, charge and spin): 0.9390 eV.



[6]
Molecular formula: C13H16N4S2
Method: DFT, the ωB97M-V functional and the def2-TZVPD basis

Geometry as XYZ:
```
35
Properties=species:S:1:pos:R:3
C -3.30529 -2.17859 0.17421
C -2.61507 -0.81104 0.18950
C -2.91435 -0.05890 -1.11432
C -3.09182 0.00980 1.38870
C -1.13824 -0.99779 0.28443
N -0.37046 -0.42642 1.13117
N 0.91675 -0.71073 1.00903
C 1.17633 -1.51529 0.03637
N 2.41891 -1.92550 -0.34532
C 3.61261 -1.36813 0.06083
S 4.94948 -2.32600 0.14769
N 3.66645 -0.05508 0.35698
C 2.75846 0.95835 0.01840
C 2.09192 0.95021 -1.20431
C 1.18960 1.95315 -1.50349
C 0.96054 2.98011 -0.60323
C 1.65585 3.01182 0.59398
C 2.55531 2.01031 0.90501
S -0.25745 -2.03218 -0.84816
H -2.97949 -2.76516 -0.68270
H -3.07324 -2.73182 1.08172
H -4.38295 -2.04838 0.11457
H -3.98369 0.11541 -1.20362
H -2.58343 -0.63663 -1.97524
H -2.40242 0.90116 -1.12150
H -4.16429 0.17422 1.32097
H -2.87178 -0.51179 2.31577
H -2.58391 0.96943 1.41315
H 2.50399 -2.84904 -0.75026
H 4.48874 0.22425 0.87549
H 2.28189 0.16214 -1.91815
H 0.66633 1.93233 -2.44824
H 0.24837 3.75651 -0.83811
H 1.48999 3.81650 1.29410
H 3.08638 2.02280 1.84457
```

Its gap between HOMO and LUMO is 8.40 eV. Its total energy is -1520.3796 Ha. Its structure (SMILES) is CC(C)(C)c1nnc(NC(=S)Nc2ccccc2)s1. The calculation puts the LUMO energy at 0.220 eV.



[7]
Molecular formula: C13H17BIN3Re
Method: DFT, the ωB97M-V functional and the def2-TZVPD basis

Geometry as XYZ:
```
36
Properties=species:S:1:pos:R:3
C -2.24124 0.72259 1.53094
C -1.19134 1.50584 2.10891
H -3.07758 1.15515 0.99747
H -2.57765 -0.11540 2.14991
H -1.62333 0.21113 0.67273
H -0.35253 1.22734 1.38476
H -1.23453 2.57418 1.99070
H -0.65469 1.21425 2.99902
C -0.98118 -2.06530 -2.25668
C -1.10524 -2.57191 -3.54588
C 0.00521 -2.53227 -4.40281
C 1.23216 -1.99364 -4.02015
H -1.78177 -1.97571 -1.50278
H -2.07005 -2.98457 -3.85213
H -0.06852 -2.93010 -5.40525
H 2.13374 -1.89395 -4.63962
N 0.26143 -1.60745 -1.87857
C 1.37529 -1.51477 -2.71276
C 2.49508 -0.77548 -2.16328
N 2.27725 -0.22120 -0.90283
C 3.10503 0.65886 -0.25066
C 4.57855 0.42141 -2.14148
C 4.30896 0.96706 -0.87697
H 2.73860 1.05381 0.71418
H 5.00333 1.62871 -0.36228
C 3.68564 -0.41338 -2.80212
H 3.80105 -0.84194 -3.80403
H 5.50971 0.64838 -2.64054
Re 0.43271 -0.38887 -0.41516
I -0.35261 1.71638 -1.92122
B 0.77483 -3.12933 3.13450
C 0.56379 -2.12886 2.05304
N 0.49842 -1.43339 1.09889
H 1.15679 -2.47520 4.08498
H 1.60833 -3.91894 2.71582
H -0.31997 -3.62845 3.30907
```

As for the total charge: +2. Its gap between HOMO and LUMO (alpha / beta) is 6.91 / 6.46 eV. Its total energy is -1069.9122 Ha. The calculation puts the LUMO energy (alpha / beta) at -8.655 / -9.654 eV. As for the energy relative to the best compared isomer or geometry (same formula, charge and spin): 0.0000 eV. As for the multiplicity: 4.



[8]
Molecular formula: C13H17BN2O9Pb2
Method: DFT, the ωB97M-V functional and the def2-TZVPD basis

Geometry as XYZ:
```
44
Properties=species:S:1:pos:R:3
Pb 3.09984 -5.61781 -2.64099
Pb -0.86055 -4.49277 2.49435
O -3.86676 -2.75759 -2.61630
C -4.44972 -2.65554 -3.71136
O -5.78757 -2.86394 -3.85600
B -6.12544 -2.64882 -5.27356
O -4.84703 -2.38165 -5.95267
C -3.86623 -2.33457 -5.09863
O -2.64529 -2.15276 -5.35477
O -7.19265 -1.64531 -5.39428
C -8.07837 -2.04321 -6.30731
O -8.98318 -1.39206 -6.85723
C -7.91810 -3.58890 -6.39891
O -6.77843 -3.91772 -5.73413
O -8.60383 -4.35173 -7.00352
C 2.24369 -0.42572 0.56825
O 2.44493 -1.79915 0.53554
H 1.28326 -0.09071 0.95994
H 2.92428 0.01106 1.29909
H 2.76849 0.10020 -0.22931
C -1.52755 5.10599 -0.19948
C -2.66675 5.65494 0.61799
C -3.15234 7.23216 0.46287
C -3.14953 7.55793 -0.92975
N -3.29856 7.76930 -2.07960
H -1.76259 4.06032 -0.39803
H -0.55301 5.22025 0.27521
H -1.52033 5.59669 -1.17275
H -2.60135 5.28655 1.64176
H -3.52452 5.12345 0.20585
H -2.47295 7.94793 0.92568
H -4.06723 7.37473 1.03797
C 8.98738 -2.85214 6.38228
C 8.58182 -2.07647 5.07288
C 7.09592 -2.04628 4.70678
C 6.15070 -1.85271 5.80876
N 5.39428 -1.62861 6.69083
H 8.96298 -3.91550 6.14401
H 8.29614 -2.57098 7.17678
H 10.04175 -2.63341 6.55130
H 9.21809 -2.25426 4.20590
H 8.86879 -1.03422 5.21235
H 6.81357 -2.90112 4.09227
H 7.12375 -1.11578 4.13978
```

As for the total charge: +2. Its gap between HOMO and LUMO is 1.26 eV. Its total energy is -1701.7739 Ha. The calculation puts the LUMO energy at -11.350 eV. As for the energy relative to the best compared isomer or geometry (same formula, charge and spin): 8.6955 eV.